Here is a single C8H13I2N3 molecule from the Open Molecules 2025 dataset. Energies are from wB97M-V/def2-TZVPD.

Geometry as XYZ:
```
26
Properties=species:S:1:pos:R:3:forces:R:3
C 2.066508 -1.916689 -1.429238 -2.004 -1.890 1.835
C 1.449269 -3.137629 -1.120314 2.077 1.267 -0.515
C 1.431577 -4.380066 -1.924120 -3.178 -0.971 2.708
C -2.484206 2.650433 0.485373 -0.676 0.507 -0.136
C -1.379099 1.878258 1.172516 2.484 1.384 0.291
C -0.255304 1.525552 0.190319 1.191 2.495 -0.212
C 0.971940 0.948817 0.951600 0.970 -1.525 -0.948
C 2.171144 0.134780 0.029822 -1.789 1.897 2.059
N 0.948838 -3.025637 0.108787 -1.690 -0.815 1.376
N 1.051147 -1.839304 0.607629 1.064 -0.775 -2.293
N 1.740148 -1.153468 -0.369076 -0.008 1.080 0.861
I 3.972984 -0.006216 1.261450 -0.276 -0.166 -0.010
I 2.591035 1.476023 -1.504681 0.312 0.267 -1.106
H 2.658686 -1.672827 -2.244682 0.796 0.866 -1.137
H 0.363220 -4.771196 -1.828743 1.258 0.220 -0.033
H 1.508651 -4.185267 -2.915247 0.740 0.615 -3.050
H 2.058690 -5.191772 -1.608554 0.584 -0.096 0.252
H -2.608106 2.303488 -0.572904 0.209 0.575 0.747
H -3.391559 2.333003 1.001238 -0.306 0.457 -0.181
H -2.412744 3.767711 0.570148 0.052 -1.075 -0.371
H -0.676524 2.504968 1.862054 -2.206 -0.805 -0.196
H -1.870424 1.067452 1.679716 0.540 -0.663 0.440
H -0.601167 0.969108 -0.663149 0.076 -0.638 -0.307
H 0.010962 2.596650 -0.203003 -0.227 -1.990 0.235
H 0.501265 0.201668 1.612077 0.913 0.206 0.095
H 1.590583 1.692493 1.510462 -0.909 -0.427 -0.401
```
Forces are in eV/Å.

Calculated values
DFT total energy = -29175.84633 eV
Gap between HOMO and LUMO = 8.94 eV
E_HOMO = -9.24 eV

Here is a molecular structure, C39H24N8O8S2W from the Open Molecules 2025 dataset. Energies are from wB97M-V/def2-TZVPD.

Geometry as XYZ:
```
82
Properties=species:S:1:pos:R:3:forces:R:3
W -0.057867 -0.308093 0.184484 0.818 -0.161 -0.284
S -1.138284 -0.539452 -4.357778 -0.029 -0.049 -0.013
C -1.217625 -2.175616 -3.784113 0.031 0.189 0.006
C -1.566999 -3.292209 -4.534097 0.009 -0.081 0.005
C -1.465503 -4.529436 -3.934793 0.004 0.062 -0.011
C -1.002189 -4.629483 -2.620496 -0.021 0.035 0.038
C -0.670216 -3.513307 -1.879367 0.000 -0.106 0.078
C -0.798657 -2.247569 -2.452739 -0.037 -0.128 -0.037
N -0.492404 -0.980251 -1.911650 0.048 -0.032 -0.068
C -0.580005 -0.043610 -2.832851 0.043 0.097 0.030
C -0.126734 1.287822 -2.501021 -0.074 -0.157 0.030
C -0.136870 2.329966 -3.421883 0.032 0.065 0.021
C 0.365959 3.564838 -3.056433 0.004 -0.009 0.029
C 0.876396 3.725539 -1.776563 -0.060 -0.068 -0.107
C 0.877264 2.670423 -0.870341 0.081 0.059 0.199
C 0.374957 1.417714 -1.200412 0.026 -0.117 -0.215
H -1.881339 -3.187295 -5.563440 -0.011 -0.019 -0.006
H -1.712495 -5.422387 -4.490993 -0.005 -0.005 -0.010
H -0.872384 -5.605548 -2.172339 -0.004 -0.012 -0.018
H -0.273525 -3.654020 -0.887580 -0.048 0.062 -0.047
H -0.525871 2.172552 -4.420701 -0.001 0.006 -0.008
H 0.374211 4.386590 -3.758341 -0.009 -0.003 -0.012
H 1.287035 4.680680 -1.477182 0.009 0.000 0.013
H 1.293249 2.880701 0.104332 -0.013 -0.017 -0.024
N 3.409031 1.644258 1.881065 0.076 0.083 0.048
C 4.144589 1.058098 0.854852 -0.109 -0.055 -0.053
C 5.497652 1.103150 0.544517 0.023 0.046 0.041
C 5.884596 0.448973 -0.605651 0.009 -0.003 -0.004
C 4.954708 -0.214924 -1.421971 -0.057 -0.002 -0.002
C 3.612858 -0.268279 -1.104556 0.014 -0.027 0.005
C 3.217597 0.367900 0.070032 -0.012 -0.077 -0.034
N 1.960841 0.502894 0.669774 0.088 0.227 0.014
C 2.129204 1.308304 1.708505 -0.060 -0.194 -0.131
C 0.933145 1.795318 2.353594 -0.083 -0.103 -0.057
C 0.696543 2.529930 3.463705 0.052 0.097 0.034
S -0.979391 2.799737 3.627190 -0.005 -0.027 -0.034
C -1.276196 1.913077 2.216116 0.070 0.056 -0.017
N -0.197513 1.448924 1.641800 -0.116 0.027 0.189
H 3.767735 2.250729 2.601509 0.005 -0.010 0.005
H 6.207455 1.633033 1.164694 0.013 -0.003 -0.005
H 6.925995 0.459035 -0.895359 0.008 0.004 0.007
H 5.297936 -0.692970 -2.329341 0.012 0.001 0.000
H 2.907132 -0.782192 -1.741155 0.006 -0.008 0.016
H 1.400725 2.916799 4.182011 0.012 -0.015 0.008
H -2.270766 1.750469 1.836671 -0.037 -0.033 -0.040
O -1.742117 0.481030 -0.076864 -0.568 0.470 0.576
C -2.933348 0.259568 -0.654495 -0.237 -0.287 -0.396
C -3.612438 1.319905 -1.242922 0.091 0.084 0.001
C -4.822597 1.082335 -1.867524 -0.019 -0.067 0.009
C -5.359867 -0.203834 -1.905700 0.039 0.007 0.010
C -4.691091 -1.253170 -1.303634 -0.032 0.040 -0.050
C -3.469705 -1.030967 -0.669573 0.118 -0.069 0.225
C -2.763401 -2.047908 0.089243 0.111 0.165 -0.223
N -1.492080 -1.961141 0.492230 -0.157 -0.010 0.207
C -1.233225 -3.093768 1.248591 -0.092 -0.087 -0.104
C -2.343451 -3.864188 1.279751 0.002 0.064 -0.060
N -3.294281 -3.190367 0.546335 0.036 -0.027 0.015
H -3.167740 2.306888 -1.222676 -0.005 -0.001 0.008
H -5.352435 1.899653 -2.336960 0.004 0.010 -0.002
H -6.301358 -0.380337 -2.405974 -0.007 -0.009 0.000
H -5.113967 -2.249146 -1.346916 0.001 -0.007 0.009
H -0.276437 -3.287147 1.693336 -0.018 -0.006 0.031
H -2.539433 -4.811765 1.748115 -0.008 0.001 0.023
H -4.252910 -3.473065 0.420049 -0.004 -0.012 0.010
O 1.658176 -0.958787 3.746166 -0.065 0.003 -0.032
C 1.385842 -1.317760 2.635758 0.254 -0.055 -0.002
O 0.246575 -0.952728 2.023908 -0.057 -0.039 0.050
C 2.232314 -2.261667 1.843619 -0.175 0.096 -0.144
C 3.203253 -2.992670 2.514654 0.044 -0.028 0.065
C 3.914070 -3.958974 1.837360 -0.017 0.124 0.006
C 3.660439 -4.258431 0.512843 0.080 -0.066 -0.039
C 2.722285 -3.505269 -0.156171 -0.130 0.113 0.070
C 2.009150 -2.477214 0.474947 0.136 -0.160 0.135
O 1.123705 -1.779529 -0.247464 -0.098 0.238 0.090
N 2.431645 -3.854903 -1.555405 0.092 -0.023 -0.178
O 2.324637 -5.035907 -1.797254 -0.008 0.041 0.022
O 2.319932 -2.954827 -2.364762 0.042 -0.034 0.097
N 4.956867 -4.722101 2.556431 -0.112 -0.246 0.089
O 5.539264 -5.575523 1.925274 0.012 0.133 0.026
O 5.122338 -4.451763 3.724938 0.050 0.050 -0.112
H 3.385134 -2.810094 3.565239 0.003 -0.007 -0.005
H 4.191973 -5.059839 0.017606 -0.008 0.003 -0.008
```
Forces are in eV/Å.

Calculated values
DFT total energy = -92615.30346 eV
ΔE to the lowest compared entry with this formula, charge and spin = 0.000 eV
Net charge = +2
Gap between HOMO and LUMO = 6.20 eV
E_HOMO = -13.73 eV

Here is a single C13H14N2O3S2 molecule from the Open Molecules 2025 dataset. Energies are from wB97M-V/def2-TZVPD.

Geometry as XYZ:
```
34
Properties=species:S:1:pos:R:3:forces:R:3
N -0.422006 -1.775945 2.709367 -0.850 -8.066 3.696
C 0.342575 -1.101008 2.008431 3.528 2.340 -2.390
O 1.392581 -1.572067 1.681699 3.112 -0.376 -1.648
C -0.021292 0.312316 1.748890 3.373 1.150 -2.728
O -0.940674 0.554426 0.761136 -6.683 -2.495 2.271
C -2.306178 0.133664 1.350409 0.963 4.187 -2.590
O -2.509219 -0.081455 2.514694 0.568 -0.233 -1.423
C -3.387849 0.392145 0.242017 1.748 -3.920 0.949
C -3.407499 1.636332 -0.697359 11.275 0.015 10.986
C -2.109947 1.904277 -1.317062 0.666 -0.508 -4.674
S -1.889031 0.526199 -2.640675 2.053 -0.154 1.294
C -0.178207 0.081246 -2.095357 -4.613 -3.864 -2.720
N 0.500797 0.745271 -1.381492 6.526 4.768 2.433
C 1.870294 0.276564 -1.191205 -9.533 -8.766 -3.291
C 2.921857 0.678767 -0.680749 7.459 9.062 5.033
C 4.216395 0.108601 -0.372137 -7.546 -6.306 -3.884
C 4.132323 -1.288619 -0.749885 5.534 4.410 3.118
C 3.127680 -1.784700 -1.405744 -6.977 -8.394 -4.879
C 1.814915 -1.428371 -1.533819 0.594 8.208 0.378
S 0.265721 -1.627224 -2.329116 1.336 -0.785 -0.095
H -0.223765 -2.822932 2.907922 -0.218 2.772 -0.642
H -1.266350 -1.461251 2.889753 -4.814 1.506 1.504
H 0.758533 0.772340 1.109069 1.115 -0.378 1.774
H -0.175530 0.812374 2.648916 -0.494 1.147 1.533
H -4.222812 0.213254 0.946165 -0.520 0.272 -1.359
H -3.111934 -0.592395 -0.365590 -1.284 1.734 0.721
H -4.240026 1.648117 -1.018748 -10.453 0.465 -5.855
H -3.382118 2.419546 0.131592 -0.643 -0.178 -0.918
H -2.292714 2.628824 -2.098259 0.155 1.114 0.345
H -1.085514 2.098021 -0.880287 -1.776 -0.519 0.181
H 2.843138 1.893692 -0.363633 0.232 -3.010 -0.862
H 5.012174 0.551398 -0.028596 3.875 2.465 2.041
H 4.970927 -1.941973 -0.544770 0.211 0.083 -0.200
H 3.002754 -2.909434 -1.955577 2.083 2.254 1.901
```
Forces are in eV/Å.

Calculated values
DFT total energy = -44492.41466 eV
ΔE to the lowest compared entry with this formula, charge and spin = 10.276 eV
SMILES string = NC(=O)COC(=O)CCCSc1nc2ccccc2s1
Gap between HOMO and LUMO = 8.61 eV
E_HOMO = -8.08 eV

Here is a molecular structure, C32H49AsN3PS2Si2Sn from the Open Molecules 2025 dataset. Energies are from wB97M-V/def2-TZVPD.

Geometry as XYZ:
```
91
Properties=species:S:1:pos:R:3:forces:R:3
Sn 1.122857 -0.031785 0.517496 -0.115 0.520 0.425
C -3.038043 -2.260385 3.306896 0.117 -0.074 -0.168
C -1.539643 -2.223085 3.029796 0.504 0.187 -0.028
C -0.824943 -1.328385 4.038096 0.143 -0.145 -0.008
P -1.076643 -1.615085 1.323396 -0.414 -0.522 -0.247
C -1.357843 -3.078085 0.198896 0.250 0.161 0.008
C -1.533143 -2.551485 -1.217104 0.125 -0.013 0.020
C -2.420843 -4.110885 0.559896 0.127 0.154 0.066
C -2.290443 -0.344685 0.949096 0.368 -0.015 -0.079
C -3.625343 -0.637085 0.686696 -0.227 0.264 -0.108
C -4.564643 0.358615 0.497996 -0.147 -0.122 -0.048
C -6.009443 0.054215 0.235296 -0.019 0.024 0.076
C -4.140043 1.683215 0.596796 0.062 -0.236 -0.032
C -2.824043 1.998015 0.812396 0.009 0.187 0.095
C -1.849343 0.997615 0.974296 -0.837 -0.400 0.012
N -0.558243 1.316215 1.215596 1.939 -1.127 -0.475
C -0.154843 2.656015 1.151896 0.224 0.835 0.114
C -0.072643 3.359115 -0.055404 -0.003 -0.152 0.250
C -0.477543 2.751115 -1.364904 0.043 -0.091 0.015
C 0.421857 4.654315 -0.043204 0.068 0.066 0.143
C 0.831257 5.266515 1.131396 -0.032 -0.023 -0.083
C 1.368857 6.664215 1.127996 0.080 -0.022 -0.001
C 0.755857 4.548115 2.318496 -0.004 0.001 -0.151
C 0.270857 3.255015 2.345996 -0.165 0.097 -0.145
C 0.207657 2.492715 3.630296 0.094 -0.066 -0.090
H -3.209643 -2.651985 4.307696 0.044 -0.025 0.131
H -3.567843 -2.898585 2.608596 -0.142 -0.059 -0.048
H -3.468143 -1.263485 3.249796 -0.017 0.076 0.045
H -1.118743 -3.236785 3.081596 -0.046 0.124 0.013
H -1.156643 -0.296585 3.921396 0.041 0.102 0.032
H 0.252557 -1.378985 3.882096 0.055 0.157 0.087
H -1.037243 -1.645185 5.058996 -0.056 -0.005 0.043
H -0.386143 -3.591485 0.245296 -0.063 0.070 0.006
H -2.497143 -2.063185 -1.340604 -0.079 0.050 -0.039
H -1.459843 -3.368885 -1.929004 -0.005 -0.108 -0.123
H -0.750543 -1.826385 -1.447704 -0.007 0.043 -0.148
H -3.426843 -3.702685 0.505096 -0.088 -0.001 0.022
H -2.248143 -4.512385 1.553696 -0.119 -0.095 0.124
H -2.368343 -4.941385 -0.143504 0.037 -0.039 -0.075
H -3.943743 -1.668385 0.643596 -0.053 -0.068 -0.016
H -6.147543 -0.976385 -0.083704 -0.048 -0.058 -0.042
H -6.401443 0.716415 -0.535604 -0.085 -0.048 -0.060
H -6.604643 0.212415 1.135596 -0.094 -0.027 0.019
H -4.865143 2.476915 0.496296 -0.095 0.139 -0.046
H -2.518143 3.029615 0.891896 -0.020 0.093 -0.041
H -0.829043 1.726015 -1.250704 0.021 0.025 -0.078
H 0.374957 2.754515 -2.049004 -0.080 -0.014 -0.075
H -1.287343 3.328915 -1.812004 -0.018 -0.019 -0.099
H 0.511057 5.182515 -0.984704 -0.043 0.109 -0.040
H 1.014557 7.217115 0.260296 0.023 0.070 -0.011
H 2.458757 6.644315 1.103296 0.063 0.081 -0.013
H 1.065257 7.188515 2.031796 0.011 0.108 0.014
H 1.112257 4.998515 3.234696 -0.026 0.079 0.115
H 0.572857 3.101315 4.451396 0.042 0.025 0.122
H 0.820357 1.592115 3.559796 0.023 -0.106 0.100
H -0.812343 2.180915 3.847996 -0.079 -0.080 0.050
S 2.717757 -1.255285 2.058396 -0.873 -0.068 -0.418
C 3.691657 0.059115 2.637096 -0.241 0.863 -0.865
C 4.371357 -0.189585 3.836896 0.377 -0.228 0.665
N 4.874457 -0.399685 4.846996 0.236 -0.110 0.309
C 3.773057 1.300715 2.074196 -0.672 -1.140 -0.128
S 2.829457 1.871515 0.756196 -0.353 -0.238 -0.442
C 4.680657 2.251115 2.578196 0.483 0.481 0.342
N 5.440357 3.043115 2.913596 0.168 0.220 0.154
C 0.027657 -2.510585 -4.378104 0.212 0.635 0.389
Si 0.458657 -0.691785 -3.924204 -0.367 0.246 -0.750
C -1.148843 0.351615 -3.892504 0.686 -0.422 0.304
C 1.540857 0.062315 -5.319004 -0.177 -0.235 0.767
As 1.927657 -0.134385 -2.079004 -0.262 -0.302 0.200
Si 3.356557 -2.076385 -2.045104 0.384 -0.476 0.075
C 3.854557 -2.484685 -3.848604 -0.385 0.341 0.607
C 4.958557 -1.646685 -1.115804 -0.639 0.059 -0.217
C 2.498657 -3.563485 -1.204004 0.173 0.612 -0.291
H 0.137657 -2.669285 -5.447304 0.077 0.123 -0.198
H -0.999443 -2.746785 -4.120504 -0.177 0.024 0.099
H 0.669757 -3.225385 -3.875304 0.132 -0.148 0.115
H -1.749243 0.170915 -4.778304 -0.009 -0.156 -0.255
H -0.910743 1.410215 -3.864904 0.096 0.176 0.017
H -1.767143 0.131515 -3.028204 -0.132 -0.066 0.209
H 0.981157 0.236015 -6.232304 -0.251 -0.041 -0.118
H 2.388757 -0.569685 -5.560004 0.167 -0.149 -0.037
H 1.933657 1.017815 -4.973604 0.020 0.113 -0.038
H 4.292957 -1.605985 -4.314304 0.062 0.159 -0.065
H 3.012557 -2.799485 -4.453804 -0.228 -0.055 -0.135
H 4.597657 -3.274585 -3.889204 0.152 -0.181 0.194
H 5.524557 -0.886185 -1.646304 0.033 0.136 -0.138
H 5.595657 -2.518985 -1.007804 0.054 -0.270 -0.060
H 4.755057 -1.269385 -0.118704 -0.092 0.075 0.177
H 1.509857 -3.761785 -1.609204 -0.153 0.035 -0.140
H 2.389557 -3.356285 -0.143104 -0.013 0.083 0.231
H 3.085157 -4.471085 -1.294804 0.224 -0.178 -0.084
```
Forces are in eV/Å.

Calculated values
DFT total energy = -151837.22605 eV
ΔE to the lowest compared entry with this formula, charge and spin = 0.823 eV
Gap between HOMO and LUMO = 6.50 eV
E_HOMO = -7.71 eV